No. 1
Here is a cluster of 7 separate species, C26H72N6O7 in total from OMol25. Energies are from wB97M-V/def2-TZVPD.

Summary:
relative energy (zero: lowest compared OMol25 entry of this formula, charge and spin): 13.7 kcal/mol
gap between HOMO and LUMO: 9.128 eV
E_LUMO: 0.61 eV
HOMO energy: -8.519 eV
charge: 0
2S+1: 1
DFT total energy: -1888.89564 Eh

Geometry (Å):
C -0.006 0.787 -2.034
C 1.121 0.088 -1.284
O 1.771 1.025 -0.435
H -0.832 0.985 -1.350
H -0.508 0.071 -2.697
H 0.340 1.627 -2.630
H 1.859 -0.426 -1.912
H 0.639 -0.635 -0.606
H 2.386 0.498 0.120
C 5.154 0.514 0.802
C 4.370 -0.114 1.932
C 4.024 0.894 3.019
O 5.166 1.356 3.675
C 4.869 2.468 4.498
N 3.133 -0.719 1.447
H 6.120 0.845 1.179
H 4.602 1.387 0.446
H 5.293 -0.204 -0.007
H 4.990 -0.848 2.468
H 3.282 0.520 3.744
H 3.439 1.715 2.566
H 4.502 3.282 3.862
H 5.796 2.754 4.982
H 4.057 2.249 5.197
H 2.558 -1.090 2.197
H 3.321 -1.528 0.862
C 3.542 1.334 -4.410
C 2.558 2.204 -5.183
C 3.220 3.529 -5.584
O 2.223 4.381 -6.106
C 2.632 5.739 -6.211
N 2.096 1.457 -6.345
H 3.964 1.728 -3.485
H 4.367 1.009 -5.052
H 3.062 0.395 -4.121
H 1.687 2.433 -4.566
H 4.015 3.307 -6.312
H 3.697 4.009 -4.720
H 3.352 6.002 -5.426
H 1.744 6.339 -6.041
H 3.172 5.875 -7.150
H 1.430 2.054 -6.835
H 2.843 1.346 -7.028
C -0.350 2.296 2.680
C 0.102 3.647 2.100
C 0.512 4.583 3.223
O 1.685 4.088 3.846
C 2.015 4.766 5.018
N 1.233 3.456 1.190
H -1.292 2.322 3.229
H 0.445 1.868 3.296
H -0.482 1.586 1.862
H -0.708 4.087 1.514
H -0.299 4.651 3.963
H 0.758 5.595 2.870
H 2.157 5.842 4.862
H 2.942 4.348 5.411
H 1.260 4.627 5.805
H 2.005 3.049 1.708
H 0.991 2.746 0.502
C -3.235 -1.580 2.915
C -3.811 -0.309 3.522
C -4.224 0.691 2.461
O -3.052 1.127 1.806
C -3.303 1.934 0.673
N -4.928 -0.602 4.429
H -2.347 -1.282 2.348
H -3.946 -2.130 2.309
H -2.820 -2.221 3.697
H -3.005 0.149 4.110
H -4.724 1.548 2.931
H -4.869 0.202 1.717
H -2.346 2.265 0.278
H -3.854 2.823 1.011
H -3.908 1.414 -0.075
H -5.581 0.167 4.533
H -4.566 -0.756 5.363
C 0.495 -4.672 1.101
C -0.730 -4.850 0.204
C -0.314 -4.766 -1.249
O 0.192 -3.475 -1.486
C 0.778 -3.315 -2.761
N -1.356 -6.144 0.553
H 1.083 -3.826 0.734
H 1.143 -5.547 1.016
H 0.303 -4.496 2.159
H -1.464 -4.057 0.394
H -1.121 -4.974 -1.965
H 0.418 -5.561 -1.461
H 0.534 -2.314 -3.120
H 0.344 -3.992 -3.504
H 1.860 -3.454 -2.747
H -1.671 -6.072 1.517
H -2.243 -6.191 0.048
C -6.248 -3.081 -0.441
C -5.351 -4.159 -1.008
C -3.974 -3.658 -1.379
O -4.065 -2.640 -2.355
C -2.770 -2.275 -2.807
N -5.176 -5.235 -0.017
H -5.798 -2.612 0.438
H -7.214 -3.476 -0.120
H -6.434 -2.274 -1.152
H -5.805 -4.589 -1.910
H -3.425 -4.498 -1.835
H -3.364 -3.316 -0.539
H -2.186 -1.843 -1.985
H -2.921 -1.486 -3.537
H -2.257 -3.174 -3.155
H -6.050 -5.622 0.315
H -4.720 -5.996 -0.519

=====

No. 2
Here is a structure of composition C2H2AlFO from OMol25. Energies are from wB97M-V/def2-TZVPD.

Summary:
relative energy (zero: lowest compared OMol25 entry of this formula, charge and spin): 0.0 kcal/mol
gap between HOMO and LUMO (spin up / spin down): 9.214 / 6.469 eV
⟨S²⟩: 0.7535
E_LUMO (spin up / spin down): -6.21 / -8.82 eV
HOMO energy (spin up / spin down): -15.428 / -15.289 eV
charge: +1
2S+1: 2
DFT total energy: -494.58290 Eh

Geometry (Å):
C 0.743 0.355 0.053
C 1.631 -0.572 0.031
O 0.058 1.339 -0.008
H 1.374 -1.631 -0.029
H -2.067 0.776 -0.051
Al 3.430 -0.034 0.047
F -2.210 -0.182 -0.030

=====

No. 3
Here is a structure of composition C12H10FI2NOPdS from OMol25. Energies are from wB97M-V/def2-TZVPD.

Summary:
relative energy (zero: lowest compared OMol25 entry of this formula, charge and spin): 0.0 kcal/mol
gap between HOMO and LUMO (spin up / spin down): 6.517 / 7.258 eV
⟨S²⟩: 2.0084
E_LUMO (spin up / spin down): -0.55 / -0.77 eV
HOMO energy (spin up / spin down): -7.063 / -8.032 eV
charge: 0
2S+1: 3
DFT total energy: -1814.47991 Eh

Geometry (Å):
Pd -0.217 -0.133 -0.058
O 0.063 -0.431 2.047
N -0.738 -1.328 2.611
C -0.730 -1.358 3.966
C -1.497 -2.244 4.664
C -2.307 -3.134 3.950
C -2.303 -3.087 2.582
C -1.505 -2.169 1.874
S -1.488 -2.122 0.155
H -0.073 -0.625 4.407
H -1.466 -2.234 5.743
H -2.933 -3.846 4.469
H -2.919 -3.751 1.993
I 0.507 -0.380 -2.829
C 2.413 0.319 -2.247
I 2.392 1.162 -0.316
H 2.739 1.070 -2.955
H 3.087 -0.528 -2.237
F -3.361 5.241 -0.123
C -2.674 4.073 -0.137
C -2.721 3.286 -1.268
C -2.010 2.090 -1.268
C -1.269 1.682 -0.164
C -1.262 2.505 0.960
C -1.956 3.709 0.983
H -3.305 3.604 -2.121
H -2.050 1.471 -2.158
H -0.715 2.203 1.847
H -1.953 4.356 1.851

=====

No. 4
Here is an isolated molecule of C14H28N2O4 from OMol25. Energies are from wB97M-V/def2-TZVPD.

Summary:
relative energy (zero: lowest compared OMol25 entry of this formula, charge and spin): 14.8 kcal/mol
gap between HOMO and LUMO: 9.830 eV
E_LUMO: 0.64 eV
HOMO energy: -9.194 eV
charge: 0
2S+1: 1
DFT total energy: -960.77674 Eh

Geometry (Å):
C 4.924 3.323 0.911
C 4.127 2.065 1.231
C 4.393 0.958 0.215
C 3.597 -0.304 0.531
O 3.871 -1.263 -0.476
C 3.447 -2.568 -0.183
C 1.928 -2.729 -0.058
H 1.574 -2.193 0.824
H 1.697 -3.788 0.071
C 1.209 -2.165 -1.287
N -0.224 -2.097 -1.108
C -0.779 -1.054 -0.427
O -0.161 -0.058 -0.106
N -2.136 -1.175 -0.232
H -2.539 -2.099 -0.291
C -2.803 -0.293 0.695
C -3.039 -1.036 2.001
O -2.880 -2.221 2.141
O -3.456 -0.238 2.984
H -3.594 -0.744 3.801
C -4.141 0.233 0.147
H -4.757 0.540 0.995
C -4.000 1.426 -0.804
C -5.392 1.924 -1.192
H -5.316 2.797 -1.836
H -5.937 1.150 -1.728
H -5.965 2.200 -0.309
C -3.198 1.074 -2.053
H -3.640 0.220 -2.562
H -3.191 1.916 -2.740
H -2.171 0.834 -1.799
H -3.479 2.228 -0.271
H -4.651 -0.586 -0.365
H -2.123 0.545 0.890
H -0.729 -2.968 -1.144
H 1.424 -2.770 -2.170
H 1.558 -1.146 -1.464
H 3.921 -2.923 0.747
H 3.816 -3.173 -1.017
H 2.525 -0.065 0.561
H 3.893 -0.703 1.514
H 5.456 0.710 0.199
H 4.116 1.296 -0.785
H 3.060 2.298 1.233
H 4.392 1.711 2.230
H 5.991 3.111 0.919
H 4.723 4.101 1.644
H 4.659 3.701 -0.073

=====

No. 5
Here is a structure of composition C20H32Ge2IrS2 from OMol25. Energies are from wB97M-V/def2-TZVPD.

Summary:
relative energy (zero: lowest compared OMol25 entry of this formula, charge and spin): 20.5 kcal/mol
gap between HOMO and LUMO (spin up / spin down): 5.005 / 4.912 eV
⟨S²⟩: 0.7548
E_LUMO (spin up / spin down): -8.97 / -9.06 eV
HOMO energy (spin up / spin down): -13.974 / -13.973 eV
charge: +2
2S+1: 2
DFT total energy: -5835.18758 Eh

Geometry (Å):
Ir 1.223 0.952 -0.303
C 4.028 4.596 -1.414
C 3.094 3.590 -0.842
S 2.726 2.256 -1.705
C 2.506 3.824 0.509
C 2.909 5.023 1.309
S 1.397 2.805 1.149
H 4.358 4.308 -2.408
H 4.902 4.707 -0.766
H 3.542 5.574 -1.467
H 3.642 5.645 0.808
H 3.319 4.703 2.269
H 2.030 5.629 1.532
C -2.520 1.782 -2.390
C -1.144 1.997 -1.731
Ge -1.227 1.206 0.085
C -1.914 2.365 1.496
C -3.428 2.184 1.648
C -2.033 -0.559 0.085
C -1.285 -1.660 0.236
Ge 0.531 -1.120 0.643
C 1.446 -0.740 -1.657
C 1.735 -2.224 -1.325
C 1.842 -1.751 1.926
C 2.013 -3.237 2.230
C -1.752 -3.057 0.133
C -1.015 -4.100 0.682
C -1.455 -5.412 0.587
C -2.641 -5.691 -0.073
C -3.381 -4.661 -0.638
C -2.941 -3.353 -0.538
H -2.521 2.225 -3.385
H -3.317 2.255 -1.816
H -2.755 0.723 -2.498
H -0.909 3.058 -1.643
H -0.373 1.534 -2.359
H -1.666 3.399 1.249
H -1.402 2.121 2.430
H -3.964 2.427 0.730
H -3.804 2.844 2.429
H -3.682 1.162 1.930
H -3.109 -0.655 -0.038
H 2.259 -0.444 -2.324
H 0.524 -0.713 -2.244
H 2.697 -2.355 -0.828
H 1.763 -2.789 -2.258
H 0.964 -2.768 -0.745
H 1.577 -1.204 2.839
H 2.775 -1.302 1.570
H 1.157 -3.645 2.765
H 2.884 -3.363 2.872
H 2.174 -3.833 1.331
H -0.094 -3.889 1.212
H -0.878 -6.212 1.029
H -2.988 -6.712 -0.152
H -4.301 -4.880 -1.164
H -3.517 -2.563 -1.002

=====

No. 6
Here is a cluster of 2 separate species, C8H19NO in total from OMol25. Energies are from wB97M-V/def2-TZVPD.

Summary:
relative energy (zero: lowest compared OMol25 entry of this formula, charge and spin): 68.3 kcal/mol
gap between HOMO and LUMO: 7.774 eV
E_LUMO: 0.84 eV
HOMO energy: -6.937 eV
charge: 0
2S+1: 1
DFT total energy: -446.12391 Eh

Geometry (Å):
C -1.322 0.363 0.197
C -1.702 -0.760 1.161
C -2.596 0.968 -0.399
C -0.460 1.396 0.880
C -0.087 0.570 -2.026
N -0.457 -0.314 -0.925
H -1.002 -1.087 -1.295
H -2.342 -0.371 1.952
H -0.817 -1.178 1.632
H -2.234 -1.559 0.642
H -3.143 0.228 -0.985
H -3.242 1.326 0.401
H -2.378 1.824 -1.034
H 0.598 0.961 0.915
H -0.409 2.323 0.318
H -0.822 1.612 1.882
H 0.405 -0.009 -2.807
H 0.602 1.331 -1.661
H -0.934 1.070 -2.510
C 2.774 -0.397 1.565
C 1.340 -1.346 -0.269
C 2.209 -0.384 0.175
O 1.472 -2.020 -1.478
H 2.105 -1.534 -2.011
H 0.880 -2.006 0.455
H 2.792 0.150 -0.570
H 3.752 -0.891 1.617
H 2.918 0.627 1.916
H 2.101 -0.896 2.260